{
  "formula": "C11H14N2O",
  "method": "ωB97M-V/def2-TZVPD",
  "e_lumo_ha": [0.125, 0.121],
  "s2": 0.767,
  "spin_multiplicity": 2,
  "relative_energy_kcal_mol": 24.8,
  "total_charge": -1,
  "fmax_ev_per_a": 3.27,
  "e_tot_ha": -612.27164,
  "homo_ha": [0.0202, -0.1231],
  "orbital_gap_ev": [2.8631, 6.6370],
  "elements": ["C", "C", "O", "N", "H", "H", "H", "H", "H", "C", "C", "C", "C", "C", "C", "C", "C", "C", "N", "H", "H", "H", "H", "H", "H", "H", "H", "H"],
  "positions_angstrom": [[3.792, -0.368, 1.397], [4.238, -0.298, -0.041], [5.390, -0.093, -0.365], [3.365, -0.846, -0.940], [4.517, -0.947, 2.018], [2.789, -0.635, 1.734], [3.686, -0.858, -1.898], [2.425, -1.206, -0.872], [3.849, 0.622, 1.866], [-4.107, -0.578, -1.416], [-1.008, -0.079, 0.626], [-1.935, 0.403, -0.376], [-2.873, -0.631, -0.558], [-2.407, -1.790, -0.012], [0.083, 2.000, 0.826], [0.106, 0.646, 1.092], [-0.732, 2.495, -0.259], [-1.672, 1.711, -0.864], [-1.262, -1.457, 0.696], [0.727, 2.751, 1.261], [0.802, 0.157, 1.751], [-0.491, 3.510, -0.515], [-2.334, 2.166, -1.586], [-0.702, -2.060, 1.269], [-2.879, -2.752, 0.065], [-4.866, -1.226, -0.957], [-4.020, -1.061, -2.377], [-4.479, 0.426, -1.565]],
  "forces_ev_per_a": [[0.56, 1.00, 2.15], [-0.93, -2.71, 0.12], [0.16, 1.01, 0.10], [0.20, 0.25, -1.22], [-0.37, 0.16, -0.84], [-0.07, -0.53, -1.08], [0.22, 0.09, 0.14], [-0.08, 0.56, 1.01], [0.33, 0.22, -0.38], [-0.17, -0.76, 0.55], [-0.09, -1.48, -2.22], [0.89, -0.12, 2.44], [-0.73, 0.43, -1.92], [0.39, -0.21, 0.54], [-0.74, 2.27, -2.24], [-0.74, -1.68, 0.60], [1.83, -0.65, 2.57], [-1.24, 0.34, -0.94], [0.67, 1.07, 1.09], [0.42, -0.29, 0.21], [0.13, 0.08, 0.37], [-0.49, 0.43, -0.41], [-0.08, -0.04, -0.32], [-0.19, -0.17, -0.04], [0.00, -0.08, 0.12], [-0.24, 0.50, 0.22], [0.56, 0.09, -0.71], [-0.19, 0.20, 0.08]]
}



{
  "formula": "C11H14N3",
  "method": "ωB97M-V/def2-TZVPD",
  "e_lumo_ha": -0.208,
  "relative_energy_kcal_mol": 59.1,
  "total_charge": 1,
  "fmax_ev_per_a": 4.73,
  "e_tot_ha": -591.46552,
  "homo_ha": -0.4486,
  "orbital_gap_ev": 6.5586,
  "elements": ["C", "C", "C", "C", "C", "C", "C", "C", "C", "C", "C", "N", "N", "N", "H", "H", "H", "H", "H", "H", "H", "H", "H", "H", "H", "H", "H", "H"],
  "positions_angstrom": [[-1.527, -3.643, 0.035], [-1.976, -3.275, 1.220], [-0.614, 3.059, -1.939], [-1.441, 2.961, -0.806], [-0.871, -2.714, -0.784], [-1.872, -1.842, 1.492], [-0.293, 1.780, -2.283], [-1.613, 1.649, -0.482], [-0.933, -1.374, -0.557], [1.707, 2.382, 1.208], [-0.551, -0.351, -1.493], [-1.487, -0.977, 0.609], [-0.816, 0.902, -1.405], [1.752, 1.759, -0.107], [-1.757, -4.688, -0.392], [-2.295, -3.866, 2.076], [-0.327, 3.972, -2.470], [-1.796, 3.829, -0.268], [-0.339, -2.964, -1.787], [-2.271, -1.628, 2.469], [0.278, 1.364, -3.027], [-2.319, 0.977, 0.067], [1.192, 3.246, 1.117], [1.226, 1.733, 1.898], [2.716, 2.405, 1.762], [0.311, -0.592, -2.110], [2.102, 2.341, -0.859], [2.476, 1.033, -0.192]],
  "forces_ev_per_a": [[0.21, -3.30, -3.22], [0.25, 3.01, 2.56], [1.25, -1.08, -1.97], [-0.99, -0.68, 1.87], [1.31, -0.64, -3.83], [-0.48, -2.54, -0.35], [0.61, 3.38, -0.72], [-1.44, -0.81, 0.45], [-1.27, 0.02, 1.68], [3.59, -2.98, 0.78], [1.65, -1.01, 1.40], [-0.29, 1.34, 1.06], [-1.78, -0.05, 0.96], [0.93, -1.30, -1.13], [0.95, 1.60, 0.87], [-0.35, -0.35, -0.71], [-0.09, -0.53, 0.31], [-0.40, -0.29, 0.01], [-1.20, -0.28, 1.88], [0.13, 1.19, 0.12], [1.37, -0.36, -1.76], [0.99, 1.62, 0.07], [-1.24, 2.99, 0.17], [-1.20, -0.64, 0.31], [-1.05, 0.96, -1.18], [-0.61, -0.13, -0.81], [-0.34, 0.89, 0.37], [-0.51, -0.02, 0.80]]
}



{
  "formula": "C11H14N6O3S2",
  "method": "ωB97M-V/def2-TZVPD",
  "e_lumo_ha": -0.001,
  "smiles": "CCn1nnnc1SCC(=O)Nc1nc(C)c(C(=O)OC)s1",
  "relative_energy_kcal_mol": 5.1,
  "total_charge": 0,
  "fmax_ev_per_a": 1.72,
  "e_tot_ha": -1778.20662,
  "homo_ha": -0.3326,
  "orbital_gap_ev": 9.0174,
  "elements": ["C", "H", "H", "C", "N", "C", "N", "N", "N", "S", "C", "C", "O", "N", "C", "N", "C", "C", "C", "O", "O", "C", "H", "H", "H", "S", "C", "H", "H", "H", "H", "H", "H", "H", "H", "H"],
  "positions_angstrom": [[-0.805, -0.791, -2.390], [-1.015, -0.817, -3.454], [0.106, -0.218, -2.229], [-0.637, -2.215, -1.871], [-0.409, -2.227, -0.453], [0.709, -1.930, 0.255], [0.428, -2.050, 1.539], [-0.844, -2.407, 1.598], [-1.356, -2.515, 0.445], [2.211, -1.454, -0.459], [3.160, -1.065, 1.058], [3.931, 0.230, 0.897], [5.130, 0.278, 1.004], [3.216, 1.361, 0.588], [1.860, 1.512, 0.416], [1.351, 2.130, -0.600], [-0.001, 2.143, -0.572], [-0.550, 1.519, 0.528], [-1.934, 1.140, 0.794], [-2.852, 1.296, 0.021], [-2.025, 0.545, 1.985], [-3.270, -0.028, 2.360], [-4.047, 0.283, 1.659], [-3.159, -1.114, 2.347], [-3.501, 0.315, 3.367], [0.694, 0.957, 1.599], [-0.751, 2.792, -1.675], [-0.699, 3.874, -1.557], [-1.792, 2.484, -1.654], [-0.296, 2.538, -2.629], [3.786, 2.137, 0.268], [2.442, -1.035, 1.878], [3.879, -1.868, 1.222], [0.213, -2.703, -2.358], [-1.544, -2.797, -2.042], [-1.630, -0.297, -1.883]],
  "forces_ev_per_a": [[0.01, -0.18, 0.04], [-0.01, 0.03, -0.14], [0.06, 0.10, -0.01], [-0.25, 0.24, -0.60], [1.28, 0.20, 1.13], [-0.58, -0.27, -0.05], [1.10, 0.06, -0.39], [-0.71, -0.22, 0.74], [-1.07, -0.27, -0.69], [0.29, -0.02, -0.11], [-0.04, -0.38, -0.20], [-0.19, -0.10, 0.00], [0.23, -0.11, 0.03], [0.57, 0.55, -0.06], [-1.21, -0.31, 0.84], [0.73, 0.23, -0.47], [-0.65, -0.30, 0.67], [0.53, -0.01, -0.03], [-0.26, 0.05, -0.44], [0.00, -0.01, 0.17], [0.26, 0.10, 0.18], [-0.50, -0.20, -0.04], [0.06, -0.06, 0.15], [-0.01, 0.10, 0.01], [0.03, -0.02, -0.06], [0.49, 0.75, -0.75], [-0.10, -0.04, -0.03], [0.00, 0.09, -0.03], [-0.03, 0.05, -0.06], [0.03, 0.00, -0.09], [-0.06, -0.15, 0.05], [0.09, -0.04, 0.03], [-0.07, 0.20, 0.09], [-0.15, -0.08, 0.06], [0.19, -0.03, 0.01], [-0.07, 0.06, 0.05]]
}



{
  "formula": "C11H14NO2",
  "method": "ωB97M-V/def2-TZVPD",
  "e_lumo_ha": -0.170,
  "relative_energy_kcal_mol": 109.9,
  "total_charge": 1,
  "fmax_ev_per_a": 3.47,
  "e_tot_ha": -632.42801,
  "homo_ha": -0.4725,
  "orbital_gap_ev": 8.2209,
  "elements": ["C", "C", "C", "C", "C", "C", "C", "C", "C", "C", "C", "N", "O", "O", "H", "H", "H", "H", "H", "H", "H", "H", "H", "H", "H", "H", "H", "H"],
  "positions_angstrom": [[-1.805, 0.052, 1.693], [-3.170, 0.110, 1.480], [-1.292, -0.422, 0.392], [-2.446, -0.569, -0.400], [0.826, -1.910, 0.282], [-2.152, -0.929, -1.773], [1.936, -1.330, 1.171], [-0.710, -1.448, -1.615], [2.037, 0.211, 1.054], [-0.217, -0.981, -0.287], [0.568, 1.884, -0.038], [1.252, 0.632, -0.059], [0.747, -3.083, 0.009], [-3.529, -0.262, 0.224], [-1.149, 0.370, 2.570], [-4.084, 0.424, 2.135], [-2.985, -1.501, -2.290], [-2.107, -0.060, -2.457], [1.962, -1.565, 2.273], [2.896, -1.679, 0.817], [-0.881, -2.540, -1.493], [0.064, -1.230, -2.402], [1.471, 0.442, 1.936], [3.156, 0.509, 1.016], [0.693, 2.329, 1.016], [0.907, 2.649, -0.808], [-0.518, 1.698, -0.237], [1.803, 0.673, -0.915]],
  "forces_ev_per_a": [[0.14, 0.14, -0.19], [-0.40, 1.25, 3.21], [-2.35, 0.12, 1.23], [2.49, 0.88, -0.14], [0.88, -0.44, 1.38], [-1.03, 0.54, -2.25], [1.08, 0.31, 0.10], [-0.18, -0.85, -1.16], [0.75, -1.34, 0.79], [0.70, -0.44, 0.57], [-1.05, 2.35, 1.32], [0.21, -0.27, -2.94], [0.10, 0.61, 0.19], [-0.86, -0.20, -0.29], [-1.58, -0.60, -1.22], [2.20, -0.68, -1.30], [1.44, -0.22, 0.75], [-0.24, 0.24, 0.62], [-0.64, -0.35, -1.25], [0.01, -0.87, -0.31], [0.99, 0.46, -0.20], [-1.14, -0.40, 0.39], [0.37, 1.51, 0.56], [-2.07, 0.01, 0.36], [-0.46, -0.36, -1.69], [-0.11, -1.12, 0.99], [0.65, 0.38, 0.32], [0.11, -0.68, 0.16]]
}



{
  "formula": "C11H14NO2",
  "method": "ωB97M-V/def2-TZVPD",
  "e_lumo_ha": [-0.162, -0.259],
  "s2": 2.043,
  "spin_multiplicity": 3,
  "relative_energy_kcal_mol": 0.0,
  "total_charge": 1,
  "fmax_ev_per_a": 5.14,
  "e_tot_ha": -632.32636,
  "homo_ha": [-0.3810, -0.4643],
  "orbital_gap_ev": [5.9648, 5.5931],
  "elements": ["C", "C", "C", "C", "C", "C", "C", "C", "C", "C", "C", "N", "O", "O", "H", "H", "H", "H", "H", "H", "H", "H", "H", "H", "H", "H", "H", "H"],
  "positions_angstrom": [[0.434, 4.655, 2.041], [1.694, 3.970, 2.090], [-0.660, 3.896, 1.689], [1.766, 2.648, 1.827], [-0.645, 2.577, 1.309], [0.585, 1.939, 1.355], [0.841, 0.690, 0.816], [0.375, -0.997, -0.735], [0.653, -3.439, -0.500], [-0.879, -2.531, -2.405], [-0.321, -2.278, -0.927], [1.347, -0.588, -1.510], [0.011, -0.166, 0.268], [2.009, 0.488, -1.411], [0.295, 5.777, 2.190], [2.604, 4.354, 2.521], [-1.589, 4.312, 1.735], [2.738, 2.132, 1.975], [-1.590, 2.242, 0.975], [1.904, 0.305, 0.879], [0.150, -4.389, -0.449], [1.056, -3.283, 0.460], [1.430, -3.461, -1.270], [-1.922, -3.023, -2.330], [-1.168, -1.649, -2.949], [-0.265, -3.143, -2.956], [-1.166, -2.312, -0.214], [1.318, -1.031, -2.402]],
  "forces_ev_per_a": [[1.07, 0.84, -0.15], [-0.64, 0.73, 0.99], [1.05, -0.16, 0.23], [-0.51, -1.14, -0.37], [0.67, 1.36, 0.49], [0.91, -0.78, -0.60], [4.73, 0.65, 1.79], [-2.49, 2.29, 3.85], [-0.30, 0.85, -1.59], [-3.13, 0.59, 2.57], [-1.16, -1.12, -0.31], [1.12, 0.29, -1.62], [-2.05, -3.95, -2.56], [0.11, 0.29, -0.21], [0.47, -1.82, 0.07], [-0.03, 0.86, -0.22], [-2.36, 1.49, -0.08], [-0.93, 0.19, -0.31], [-0.47, -1.18, -0.33], [-1.46, 0.53, 0.03], [-0.44, -0.24, -0.34], [0.69, 0.40, 1.13], [0.16, -0.37, 0.35], [1.86, 0.35, 0.18], [0.43, 0.74, -0.18], [1.52, -1.35, -1.30], [0.40, 0.42, -0.39], [0.77, -0.76, -1.11]]
}



{
  "formula": "C11H14OSi",
  "method": "ωB97M-V/def2-TZVPD",
  "e_lumo_ha": 0.010,
  "relative_energy_kcal_mol": 20.0,
  "total_charge": 0,
  "fmax_ev_per_a": 2.82,
  "e_tot_ha": -792.24141,
  "homo_ha": -0.2609,
  "orbital_gap_ev": 7.3835,
  "elements": ["C", "C", "C", "C", "C", "C", "C", "C", "C", "C", "C", "O", "Si", "H", "H", "H", "H", "H", "H", "H", "H", "H", "H", "H", "H", "H", "H"],
  "positions_angstrom": [[-3.380, -0.102, 0.896], [-2.910, -1.064, 0.010], [-2.823, 1.166, 0.873], [-1.885, -0.774, -0.862], [-1.786, 1.463, 0.007], [-1.278, 0.494, -0.883], [4.172, 0.991, -0.353], [0.936, -2.589, 0.642], [2.989, 1.316, 0.156], [1.761, -1.679, 0.138], [-0.116, 0.751, -1.670], [0.550, 0.617, 1.552], [1.537, 0.159, 0.358], [-4.174, -0.338, 1.589], [-3.355, -2.050, 0.007], [-3.197, 1.931, 1.540], [-1.529, -1.530, -1.548], [-1.382, 2.466, -0.024], [4.962, 1.716, -0.467], [4.408, -0.012, -0.672], [1.064, -3.646, 0.459], [0.105, -2.316, 1.271], [2.829, 2.342, 0.461], [2.577, -2.009, -0.492], [0.135, 0.048, -2.445], [0.153, 1.775, -1.869], [-0.361, 0.873, 1.325]],
  "forces_ev_per_a": [[-0.11, -0.09, 0.09], [-0.12, 0.03, 0.14], [-0.09, -0.01, 0.09], [0.10, 0.07, -0.13], [-0.17, 0.01, -0.31], [-0.50, -0.09, 0.43], [-0.05, -0.08, 0.05], [-0.08, 0.09, 0.12], [-0.31, -0.54, 0.22], [0.24, 0.74, 0.08], [2.11, -0.47, 1.66], [0.22, -0.07, 0.47], [-1.24, 0.47, -2.49], [-0.06, 0.00, 0.02], [-0.02, -0.07, -0.01], [-0.02, 0.05, 0.04], [0.05, -0.08, -0.05], [0.09, 0.08, 0.03], [0.12, 0.16, -0.04], [0.02, -0.22, -0.05], [0.05, -0.15, -0.11], [-0.17, 0.11, 0.15], [-0.10, 0.13, 0.04], [0.11, -0.08, -0.11], [0.03, -0.13, -0.19], [-0.02, 0.23, -0.09], [-0.10, -0.07, -0.05]]
}



{
  "formula": "C11H14S",
  "method": "ωB97M-V/def2-TZVPD",
  "e_lumo_ha": 0.029,
  "smiles": "C=C[C@](S)(CC)c1ccccc1",
  "relative_energy_kcal_mol": 6.4,
  "total_charge": 0,
  "fmax_ev_per_a": 4.20,
  "e_tot_ha": -825.66112,
  "homo_ha": -0.3203,
  "orbital_gap_ev": 9.4960,
  "elements": ["C", "C", "C", "C", "C", "C", "C", "C", "C", "C", "C", "S", "H", "H", "H", "H", "H", "H", "H", "H", "H", "H", "H", "H", "H", "H"],
  "positions_angstrom": [[3.270, -0.120, -0.359], [2.597, 1.098, -0.118], [2.584, -1.308, -0.553], [1.221, 1.045, -0.119], [1.210, -1.313, -0.544], [0.472, -0.146, -0.264], [-2.530, 1.549, -1.358], [-1.489, 0.805, -1.393], [-0.931, -0.652, 2.272], [-1.570, 0.164, 1.155], [-1.038, -0.113, -0.255], [-1.809, -1.780, -0.805], [4.287, -0.259, -0.376], [2.925, 2.043, 0.076], [3.146, -2.213, -0.661], [0.746, 2.047, 0.078], [0.700, -2.309, -0.580], [-2.588, 2.089, -2.301], [-3.220, 1.791, -0.548], [-0.777, 0.699, -2.267], [0.095, -0.558, 2.308], [-1.317, -0.200, 3.283], [-1.184, -1.767, 2.386], [-2.670, 0.010, 1.233], [-1.367, 1.206, 1.345], [-0.761, -1.808, -1.637]],
  "forces_ev_per_a": [[-1.55, 0.60, 0.24], [-1.28, -3.69, -0.84], [0.01, 1.10, 0.11], [-1.48, 0.82, 0.57], [-1.36, -0.82, 0.95], [1.24, -0.38, -0.74], [-1.53, 2.61, -1.31], [3.16, -2.56, 1.08], [-2.97, -0.71, 2.60], [-0.72, -0.51, -0.08], [-0.80, -0.87, -0.35], [0.95, 0.86, 0.29], [2.46, 0.47, 0.08], [1.96, 2.07, 0.33], [0.12, -0.35, -0.18], [-0.04, -1.32, -0.27], [0.49, 1.16, -0.07], [-0.93, 0.39, 0.25], [0.34, -0.45, -0.22], [-1.26, 0.37, 0.84], [2.28, 0.18, -0.08], [0.66, -0.74, -1.73], [0.18, 1.63, -0.78], [0.60, 0.27, -0.40], [-0.03, 0.54, 0.23], [-0.51, -0.67, -0.54]]
}



{
  "formula": "C11H15BN2O9",
  "method": "ωB97M-V/def2-TZVPD",
  "e_lumo_ha": -0.049,
  "smiles": "C=CCC1=C(OB(O)O)C(=O)C=CC1=O.C[N+](=O)[O-].C[N+](=O)[O-]",
  "relative_energy_kcal_mol": 125.6,
  "total_charge": 0,
  "fmax_ev_per_a": 0.48,
  "e_tot_ha": -1239.58747,
  "homo_ha": -0.3733,
  "orbital_gap_ev": 8.8220,
  "elements": ["C", "C", "C", "C", "C", "O", "B", "O", "O", "C", "O", "C", "C", "C", "O", "H", "H", "H", "H", "H", "H", "H", "H", "H", "C", "N", "O", "O", "H", "H", "H", "C", "N", "O", "O", "H", "H", "H"],
  "positions_angstrom": [[0.372, -4.351, 0.706], [0.576, -3.960, -0.539], [0.673, -2.510, -0.967], [-0.388, -1.680, -0.319], [-0.208, -0.760, 0.624], [0.988, -0.449, 1.186], [1.909, 0.360, 0.526], [1.529, 1.248, -0.438], [3.201, 0.301, 0.957], [-1.383, 0.017, 1.143], [-1.286, 1.167, 1.498], [-2.679, -0.723, 1.148], [-2.880, -1.650, 0.221], [-1.798, -1.898, -0.779], [-2.050, -2.224, -1.921], [0.357, -3.631, 1.516], [0.211, -5.392, 0.946], [0.716, -4.692, -1.326], [1.666, -2.106, -0.759], [0.534, -2.453, -2.048], [1.855, 1.076, -1.328], [3.378, -0.487, 1.479], [-3.406, -0.468, 1.907], [-3.792, -2.227, 0.150], [1.372, 3.651, 2.021], [1.566, 4.737, 3.021], [2.158, 4.470, 4.045], [1.111, 5.826, 2.739], [1.830, 2.749, 2.411], [0.303, 3.526, 1.874], [1.843, 3.970, 1.096], [-1.824, 1.110, -2.869], [-0.374, 1.354, -3.094], [0.392, 0.416, -2.962], [-0.042, 2.479, -3.388], [-1.960, 0.062, -2.633], [-2.130, 1.761, -2.055], [-2.339, 1.382, -3.786]],
  "forces_ev_per_a": [[-0.07, 0.00, 0.09], [0.23, 0.10, -0.19], [0.12, 0.07, -0.22], [-0.18, -0.14, -0.10], [-0.11, 0.30, 0.27], [0.08, -0.02, -0.33], [0.23, 0.22, 0.21], [-0.38, -0.29, 0.00], [0.02, -0.17, -0.26], [-0.12, -0.06, -0.01], [0.11, -0.08, 0.23], [0.11, 0.01, 0.04], [0.13, -0.10, 0.04], [0.00, -0.04, -0.16], [0.04, -0.16, 0.34], [-0.27, -0.03, 0.04], [0.24, -0.05, 0.10], [-0.23, -0.05, -0.01], [-0.01, -0.02, 0.04], [-0.02, 0.06, 0.00], [0.12, 0.21, -0.05], [0.02, 0.08, 0.23], [-0.07, 0.18, -0.08], [-0.04, 0.08, -0.19], [0.01, -0.11, 0.00], [-0.01, 0.02, -0.01], [0.00, -0.01, 0.00], [0.00, 0.00, 0.00], [0.01, 0.01, 0.01], [0.01, 0.00, -0.02], [-0.03, 0.02, -0.01], [0.01, -0.10, 0.00], [0.04, 0.07, 0.00], [0.01, -0.08, 0.02], [0.01, 0.01, 0.02], [0.00, -0.02, -0.03], [0.00, 0.03, -0.02], [-0.01, 0.06, 0.02]]
}